(1)
ORCA calculation (ωB97M-V with the def2-TZVPD basis set) on a structure of composition C36H51ClN3OP2Re.

Positions of all 95 atoms, in Å:
Re -0.314 -0.152 0.220
Cl -2.495 -4.067 -3.089
P -2.176 0.657 -0.853
P 1.818 -0.012 1.353
O -1.624 -2.061 2.233
N 0.664 1.369 -1.193
N 0.097 -1.763 -1.160
N -0.634 1.550 1.507
C -4.935 1.435 -0.617
C 1.079 6.371 -3.193
C 0.536 3.748 -2.221
C 1.618 3.982 -3.171
C -1.183 3.605 3.262
C 2.570 2.723 1.096
C 0.063 6.150 -2.258
C 0.036 1.664 2.693
C -0.323 2.592 3.602
C -2.463 0.722 -2.800
C 0.449 2.461 -1.637
C -1.753 3.623 1.938
C -2.830 2.171 -3.135
C 3.703 1.091 -0.439
C 1.837 5.322 -3.602
C 3.157 1.324 0.979
C 1.397 -3.368 -2.402
C 2.715 -1.596 1.957
C 1.722 -2.770 1.968
C -1.184 0.405 -3.598
C 1.280 -2.155 -1.728
C -2.015 2.308 -0.213
C -3.877 0.707 1.495
C 0.224 -4.041 -2.809
C -0.198 4.842 -1.758
C 4.336 1.297 1.957
C -3.939 0.412 -0.014
C -3.500 -0.305 -3.273
C -4.409 -1.037 -0.164
C -1.398 2.605 1.014
C -1.088 -1.305 1.414
C -0.997 -3.502 -2.456
C 1.111 0.656 2.937
C -1.072 -2.434 -1.530
C 3.270 -1.423 3.389
C 3.859 -1.963 1.003
H -1.418 4.414 3.952
H 4.343 -2.871 1.400
H 4.553 1.786 -0.601
H 1.884 1.074 3.574
H 4.632 -1.188 0.933
H -2.024 -2.111 -1.099
H -3.228 -0.006 2.020
H 2.635 5.468 -4.289
H -4.507 -0.159 -2.869
H -3.586 -0.234 -4.371
H -2.920 2.266 -4.233
H 3.956 -0.572 3.481
H 3.471 -2.198 0.002
H -4.980 1.402 -1.757
H -1.446 0.468 -4.668
H 5.036 2.084 1.616
H 0.903 -2.624 2.680
H -0.997 4.639 -0.941
H 4.904 0.356 1.961
H -5.963 1.178 -0.181
H -3.157 -1.325 -3.048
H -0.378 1.122 -3.415
H 4.094 0.070 -0.577
H -0.820 -0.606 -3.379
H 3.842 -2.332 3.636
H 0.247 -4.956 -3.397
H 2.167 -1.469 -1.637
H 2.218 3.135 -3.497
H 1.228 7.365 -3.531
H 2.265 -3.678 2.262
H -4.896 0.626 1.918
H -4.555 -1.351 -1.197
H -2.338 4.504 1.641
H -2.618 3.032 -0.736
H 2.937 1.284 -1.209
H -3.698 -1.723 0.305
H -3.773 2.509 -2.683
H -4.633 2.477 -0.266
H 0.698 -0.195 3.477
H -5.368 -1.157 0.357
H -3.530 1.726 1.702
H 4.036 1.558 2.985
H 2.289 2.978 2.138
H 2.397 -3.769 -2.607
H -0.568 6.949 -1.883
H 3.355 3.451 0.785
H -2.013 2.838 -2.810
H 2.468 -1.316 4.132
H 1.300 -2.934 0.971
H 0.092 2.502 4.593
H 1.693 2.890 0.446

Calculated values
* 2S+1: 4
* largest force on an atom: 10.87 eV Å⁻¹
* gap between HOMO and LUMO (spin up / spin down): 8.0 / 5.6 eV
* net charge: +3

Atomic partial charges in e from the Löwdin method, atoms 1 to 4:
1. Re 1.201
2. Cl 0.799
3. P 1.009
4. P 1.062


(2)
ORCA calculation (ωB97M-V with the def2-TZVPD basis set) on a structure of composition C36H52AsBClN6O4PtS3.

Positions of all 105 atoms, in Å:
Pt 0.688 -1.096 -0.093
As 7.694 -3.628 -1.168
Cl 3.677 -1.668 0.083
S 0.260 -0.979 -2.357
S 1.332 0.839 1.246
S -0.285 -2.599 1.302
O 3.838 -0.950 1.308
O 2.827 -0.813 -0.834
O 4.914 -1.893 -0.578
O 2.930 -2.877 0.291
N -3.379 -0.498 -0.959
N -2.738 0.400 1.847
N -2.057 -0.572 -1.157
N -1.862 -0.494 1.389
N -0.914 1.391 -0.012
N -1.801 2.095 -0.630
C 8.353 -1.809 -1.490
C 9.598 -1.709 -0.671
C -4.404 2.376 2.635
C -2.684 3.609 -2.873
C -5.988 -0.302 -0.318
C 10.830 -2.087 -1.211
C -1.600 -1.665 1.963
C -6.205 0.550 -2.660
C -1.472 -0.835 -2.322
C -4.409 1.100 3.472
C 11.909 -1.566 0.871
C -2.268 -1.008 -3.480
C -5.660 -0.588 -1.782
C 10.687 -1.187 1.416
C 11.980 -2.010 -0.444
C -3.992 1.427 4.915
C -0.706 4.062 0.133
C 9.536 -1.262 0.652
C -5.819 0.488 3.463
C -3.617 -0.921 -3.281
C -1.707 3.438 -0.613
C 7.437 -3.938 0.715
C -6.294 -1.923 -2.200
C -1.638 -1.282 -4.807
C -4.128 3.841 -0.828
C -3.278 -1.185 3.529
C -4.162 -0.675 -1.993
C 0.256 3.319 0.793
C -2.750 4.157 -1.436
C 8.961 -4.934 -1.804
C -2.114 -3.421 3.712
C -3.435 0.082 2.915
C -2.519 5.666 -1.446
C 0.145 1.915 0.662
C -2.353 -2.088 3.080
C 1.367 3.948 1.565
B -1.180 -0.170 0.037
H 9.874 -4.855 -1.213
H -2.988 1.854 4.953
H -0.970 -0.466 -5.093
H -4.684 2.159 5.331
H 8.585 -0.952 1.072
H 10.638 -0.824 2.433
H -4.289 -1.053 -4.119
H 1.283 5.031 1.546
H 12.934 -2.287 -0.873
H -4.898 4.312 -1.440
H 7.564 -1.126 -1.184
H -3.436 4.118 -3.476
H 1.347 3.616 2.605
H -1.040 -2.195 -4.768
H -6.135 0.236 2.449
H 8.526 -1.723 -2.561
H -1.548 5.931 -1.868
H -7.283 0.629 -2.519
H -1.709 3.794 -3.327
H -5.626 -1.099 0.335
H 9.176 -4.760 -2.855
H -6.526 1.214 3.866
H 7.000 -4.927 0.836
H -2.395 -1.396 -5.578
H -2.893 2.539 -2.901
H -5.116 3.083 3.060
H -3.280 6.136 -2.067
H -5.888 -0.407 4.081
H -7.372 -1.871 -2.054
H -4.694 2.174 1.603
H -4.311 2.765 -0.804
H -2.607 6.103 -0.449
H -7.069 -0.232 -0.202
H -5.544 0.639 0.014
H -6.030 0.374 -3.723
H 6.772 -3.179 1.119
H 8.408 -3.898 1.210
H -1.094 -3.490 4.095
H -3.419 2.849 2.628
H 2.337 3.666 1.151
H -5.757 1.508 -2.389
H -5.911 -2.750 -1.598
H 12.808 -1.504 1.468
H -3.890 -1.433 4.387
H 10.890 -2.416 -2.242
H -4.020 0.551 5.563
H -2.803 -3.585 4.537
H -2.247 -4.224 2.985
H -6.121 -2.154 -3.252
H 8.526 -5.923 -1.673
H -4.215 4.236 0.185
H -0.662 5.142 0.171

Calculated values
* 2S+1: 5
* largest force on an atom: 0.23 eV Å⁻¹
* gap between HOMO and LUMO (spin up / spin down): 6.1 / 3.3 eV
* net charge: +3

Atomic partial charges in e from the Löwdin method, atoms 1 to 4:
1. Pt 0.793
2. As 1.348
3. Cl 0.661
4. S 0.818


(3)
ORCA calculation (ωB97M-V with the def2-TZVPD basis set) on a structure of composition C36H52BiCl3N6O4Se2Si2.

Positions of all 106 atoms, in Å:
Bi -0.451 1.505 0.701
Se -0.915 1.575 3.646
Se -3.307 1.356 0.583
Cl 0.818 6.972 1.944
Cl 0.727 7.230 -0.943
Cl -1.658 7.735 0.635
Si -1.999 1.953 -2.918
Si 0.277 -0.166 -2.847
O 0.554 2.925 2.164
O -4.135 -3.293 1.528
O -5.141 3.332 2.554
O -3.253 -0.488 4.997
N 7.309 2.081 -0.939
N -0.777 4.234 0.289
N 7.432 0.749 0.876
N 2.339 1.455 0.427
N -0.385 -1.305 0.743
N -3.385 -4.801 0.023
C 0.581 -0.155 -4.729
C -0.778 -3.935 1.499
C -1.894 -6.626 -0.778
C -5.204 2.362 3.588
C 4.507 0.755 1.202
C 6.585 1.453 0.007
C 1.987 -0.572 -2.165
C -4.708 -5.409 -0.008
C -0.553 5.352 0.381
C 9.941 0.489 0.938
C -1.585 -1.864 0.628
C -0.180 6.753 0.506
C 3.139 0.799 1.283
C 11.097 0.886 0.254
C -2.423 -5.214 -0.989
C -1.966 2.231 -4.807
C 8.726 0.940 0.461
C 2.975 2.140 -0.552
C -2.505 3.669 -2.302
C -0.746 -1.734 -2.543
C 8.611 1.780 -0.680
C 0.611 -2.019 1.253
C -3.974 1.446 3.582
C -4.270 0.462 4.734
C 5.188 1.456 0.159
C -1.826 -3.184 0.986
C -0.417 1.391 -2.161
C -4.948 -6.360 1.156
C 9.779 2.163 -1.345
C -3.441 0.795 -2.600
C 4.331 2.178 -0.726
C -3.883 0.614 2.307
C -2.733 2.298 3.851
C 11.006 1.708 -0.866
C 0.463 -3.342 1.646
C -3.210 -3.743 0.872
H 12.067 0.550 0.600
H -3.472 -1.304 4.547
H 2.329 2.683 -1.236
H -4.855 0.157 2.094
H -5.212 -0.052 4.499
H -4.806 -5.932 -0.962
H -4.212 -7.166 1.163
H -5.929 3.875 2.604
H 2.698 0.231 -2.371
H -6.104 1.741 3.470
H -1.158 2.915 -5.082
H -2.384 -1.227 0.253
H -1.726 4.404 -2.525
H -5.454 -4.613 0.014
H 1.104 -1.069 -5.030
H -0.226 -2.598 -2.970
H 2.379 -1.490 -2.618
H -0.943 -4.962 1.807
H -3.428 3.992 -2.796
H -2.912 -5.150 -1.967
H -1.134 -6.857 -1.526
H -2.691 -7.367 -0.867
H -5.260 2.862 4.567
H 10.002 -0.151 1.811
H -1.446 -6.730 0.211
H 1.571 -1.519 1.329
H -1.607 -4.496 -1.012
H 7.131 0.205 1.661
H -0.341 -0.099 -5.308
H 2.638 0.296 2.107
H 5.044 0.191 1.957
H -1.832 1.307 -5.371
H -1.744 -1.681 -2.981
H -2.913 2.676 -5.133
H -3.576 0.642 -1.527
H -4.876 -5.814 2.096
H -0.819 -1.875 -1.466
H 1.970 -0.704 -1.081
H -3.272 -0.174 -3.080
H 1.206 0.698 -5.006
H -2.795 2.687 4.873
H -2.770 3.158 3.181
H -5.943 -6.803 1.090
H -2.688 3.672 -1.226
H 4.766 2.748 -1.536
H 0.329 2.171 -2.387
H -4.365 1.213 -3.014
H 9.718 2.802 -2.217
H -3.191 -0.204 2.520
H -4.424 1.027 5.660
H 1.306 -3.881 2.055
H 11.916 2.002 -1.379

Calculated values
* largest force on an atom: 2.06 eV Å⁻¹
* gap between HOMO and LUMO (spin up / spin down): 4.9 / 3.4 eV
* net charge: -2

Atomic partial charges in e from the Löwdin method, atoms 1 to 4:
1. Bi 1.362
2. Se 0.547
3. Se 0.562
4. Cl 0.623


(4)
ORCA calculation (ωB97M-V with the def2-TZVPD basis set) on a cluster of 12 separate species, C36H52ClN11O5 in total.

Positions of all 105 atoms, in Å:
Cl 5.439 -0.617 1.474
O 4.516 -3.055 -2.660
O -0.434 -0.860 0.768
O -0.027 -2.874 1.639
O 4.528 -1.255 -4.041
O 5.773 -3.799 -0.941
N -1.034 -4.201 7.363
N -7.415 4.799 -5.802
N -0.727 3.245 -2.505
N -4.733 -4.451 2.996
N 7.767 1.642 2.117
N -0.167 -0.249 7.216
N 3.922 -3.417 5.029
N -1.957 -0.343 -2.774
N -5.946 3.071 -0.838
N -4.060 6.480 -4.500
N -3.605 0.977 -6.384
C 8.612 0.894 1.915
C -1.185 5.015 -4.358
C 0.304 -0.527 -0.429
C 3.078 -2.646 5.126
C -2.942 0.048 -6.498
C -6.410 4.459 -6.239
C 4.962 -3.027 -1.327
C 0.612 0.958 -0.377
C 3.925 -1.033 -1.693
C -4.584 7.467 -4.242
C 4.113 -1.585 0.778
C 9.669 -0.078 1.671
C -2.673 0.460 -2.374
C -0.978 -5.329 7.164
C -2.093 -1.127 -6.645
C -1.816 -2.735 0.060
C -6.270 4.615 -2.908
C -0.405 -1.783 9.305
C -0.928 4.025 -3.322
C 3.201 1.237 -0.618
C -3.538 1.518 -1.877
C 4.320 -1.824 -0.686
C 4.316 -1.720 -2.969
C 5.130 -3.668 2.039
C -0.683 -2.201 0.892
C 1.940 1.357 0.262
C 3.213 0.275 -1.816
C -5.264 8.709 -3.907
C -0.902 -6.762 6.916
C -2.323 -4.145 3.934
C 3.903 -2.875 1.592
C -6.060 3.787 -1.727
C 1.981 -1.688 5.187
C -3.673 -4.318 3.416
C -0.266 -0.925 8.137
C -5.128 4.023 -6.772
H 3.196 -3.488 1.034
H 3.728 0.776 -2.639
H 2.218 0.060 -2.211
H -2.991 2.130 -1.163
H -1.821 4.580 -5.126
H -1.071 -6.965 5.860
H -4.362 4.175 -6.015
H -6.119 8.499 -3.267
H 0.571 -2.162 9.600
H -1.467 -3.609 -0.486
H -1.686 5.879 -3.927
H -5.173 2.968 -7.035
H 6.050 -3.438 1.515
H -2.624 -3.030 0.726
H 3.391 -2.551 2.496
H -0.837 -1.219 10.129
H 4.948 -4.731 1.875
H 0.084 -7.129 7.194
H -5.340 4.710 -3.455
H -1.904 -5.112 4.202
H -4.879 4.610 -7.655
H -2.011 -1.643 -5.690
H -1.692 -3.692 3.170
H -2.521 -1.798 -7.387
H 10.561 0.428 1.309
H 4.067 1.024 0.003
H -0.226 1.445 0.118
H 2.096 -1.038 6.050
H -5.611 9.193 -4.817
H 1.850 2.413 0.520
H 3.182 -1.033 0.852
H -0.301 -0.697 -1.323
H -1.658 -7.278 7.504
H -1.100 -0.821 -6.969
H -2.341 -3.508 4.816
H 5.270 -3.552 3.108
H 3.388 2.230 -1.024
H -3.852 2.137 -2.714
H 9.337 -0.799 0.926
H -1.054 -2.622 9.062
H 1.034 -2.213 5.272
H 2.039 0.853 1.226
H -6.617 5.604 -2.617
H -0.246 5.329 -4.810
H 0.590 1.340 -1.398
H 9.904 -0.604 2.594
H -7.017 4.154 -3.544
H 1.976 -1.082 4.282
H -2.168 -1.998 -0.652
H -4.415 1.102 -1.391
H 1.201 -1.146 -0.508
H -4.579 9.373 -3.383

Calculated values
* largest force on an atom: 1.15 eV Å⁻¹
* gap between HOMO and LUMO: 10.0 eV
* SMILES: CC[C@@H](Cl)C1=C(CCCCCOC(C)=O)C(=O)OC1=O.CC#N.CC#N.CC#N.CC#N.CC#N.CC#N.CC#N.CC#N.CC#N.CC#N.CC#N
* net charge: 0

Atomic partial charges in e from the Löwdin method, atoms 1 to 4:
1. Cl 0.707
2. O 0.129
3. O -0.028
4. O 0.104